Formula: C6H15NO
Source: the OMol25 dataset
Level of theory: ωB97M-V/def2-TZVPD

```
23
Properties=species:S:1:pos:R:3:forces:R:3:nbo_charge:R:1
C 3.169573 0.088683 -0.152768 -0.43 -0.30 1.57 -0.607
C 1.685694 0.227055 0.250872 0.65 0.06 -0.10 -0.385
C 0.850340 -0.911182 -0.344193 -1.14 0.70 0.51 -0.428
C -0.673072 -0.694981 -0.261944 0.37 0.02 -0.50 -0.009
C -1.273885 -0.645392 0.930562 1.09 1.36 -0.78 -0.067
N -2.559203 -0.115997 1.216494 0.24 -0.67 0.83 -0.842
C -1.370089 -0.551687 -1.602655 0.18 -0.28 0.84 -0.654
H 3.529063 -0.881553 0.195997 -0.01 -0.29 -0.51 0.200
H 3.754896 0.759870 0.481538 0.10 0.42 -0.61 0.210
H 3.319317 0.222216 -1.218226 0.21 0.06 -0.02 0.206
H 1.616639 0.278537 1.341459 -0.07 -0.21 -0.02 0.193
H 1.364162 1.210740 -0.097077 -0.40 -0.09 -0.19 0.194
H 1.044248 -1.857512 0.159013 0.58 -0.08 -0.24 0.215
H 1.116417 -0.923030 -1.395460 0.10 -0.61 -0.17 0.202
H -0.564268 -0.582146 1.752339 -0.44 -0.45 0.42 0.185
H -3.237370 -0.261662 0.499264 -0.30 -0.13 -0.65 0.373
H -2.912592 -0.567935 2.051320 -0.17 0.23 0.07 0.373
H -1.672579 -1.559327 -1.899504 -0.41 0.16 -0.23 0.219
H -2.202684 0.144597 -1.522305 -0.21 -0.15 -0.26 0.218
H -0.686842 -0.203557 -2.374286 0.03 0.19 0.08 0.217
H -2.084536 1.858708 0.895631 0.57 0.22 -0.24 0.490
H -0.648575 2.427526 0.679181 -0.05 -0.18 0.09 0.464
O -1.564646 2.538034 0.414752 -0.49 0.01 0.10 -0.968
```
Forces are in eV/Å.

Results
Largest force on an atom   1.912 eV Å⁻¹
SMILES string   CCC/C(C)=C/N.O
E_HOMO   -8.27 eV
Kohn-Sham gap   9.142 eV

***

Formula: C4H12N2O
Source: the OMol25 dataset
Level of theory: ωB97M-V/def2-TZVPD

```
19
Properties=species:S:1:pos:R:3:forces:R:3:nbo_charge:R:1
C -0.108089 1.144765 1.250990 0.31 -0.66 0.66 -0.221
C -1.096004 -0.007190 1.426674 -0.11 0.14 -0.75 -0.220
N -0.368689 -1.266666 1.350059 0.20 0.22 -0.17 -0.833
N -0.811110 2.407861 1.166828 -0.09 -0.11 -0.39 -0.844
H 0.640478 1.067802 2.060695 -0.18 0.25 0.09 0.151
H 0.469707 0.929405 0.350257 -0.15 0.22 -0.18 0.198
H -1.712311 0.073439 2.330080 0.11 0.32 0.11 0.160
H -1.777344 0.090315 0.570860 -0.08 -0.32 0.15 0.180
H -0.953523 -2.077330 1.439581 -0.38 -0.16 -0.02 0.359
H 0.285377 -1.307813 2.113754 0.30 -0.08 0.18 0.350
H -1.548480 2.465279 1.850034 -0.02 0.11 0.22 0.354
H -0.209560 3.210222 1.252098 0.09 0.07 0.06 0.366
C 1.887978 -1.516551 -2.612634 -0.24 0.06 -0.09 -0.508
C 0.687900 -0.976734 -2.491495 -0.18 -0.02 0.10 0.147
O 0.465673 0.362386 -2.337520 -0.08 0.08 0.27 -0.692
H 1.930249 -2.580824 -2.779678 0.20 -0.04 -0.01 0.206
H 2.790492 -0.927422 -2.562333 0.07 0.00 -0.01 0.207
H -0.212642 -1.580421 -2.530413 0.00 -0.08 0.02 0.159
H -0.360111 0.489468 -1.847838 0.23 0.01 -0.25 0.482
```
Forces are in eV/Å.

Results
Largest force on an atom   0.985 eV Å⁻¹
SMILES string   C=CO.NCCN
E_HOMO   -8.89 eV
Kohn-Sham gap   9.842 eV

***

Formula: C12H19CeO7P
Source: the OMol25 dataset
Level of theory: ωB97M-V/def2-TZVPD

```
40
Properties=species:S:1:pos:R:3:forces:R:3:lowdin_spin:R:1
Ce -0.406327 0.521598 -0.800073 4.30 -5.94 -1.70 1.002
C -1.556590 2.165509 0.216736 -6.66 9.85 4.36 0.003
O -2.180538 3.113787 0.540495 3.94 -5.96 -1.87 0.011
C -0.479146 2.656298 -2.290180 -0.28 6.52 -2.60 -0.002
O -0.458385 3.735899 -2.719603 -0.07 -5.37 1.91 0.000
C -2.939507 0.798597 -1.765924 -5.86 2.52 -1.44 -0.001
O -3.976519 1.254050 -2.033023 5.20 -2.47 1.21 0.001
C 1.862023 1.195363 -2.576338 4.97 1.31 -1.19 -0.001
O 2.922816 1.540545 -2.892733 -4.87 -1.61 1.24 0.000
C -0.775334 -1.579283 -4.185334 0.12 0.97 1.03 -0.002
H 0.212210 -2.039940 -4.026347 -0.69 -0.19 -0.36 0.000
H -1.680594 -2.033824 -3.745028 0.59 -0.14 -0.64 0.000
C -0.843256 -0.346834 -4.735705 -0.02 0.47 1.20 -0.002
H -1.819794 0.195164 -4.760917 0.95 -0.48 -0.50 0.000
H 0.093612 0.176840 -5.026357 -0.95 -0.40 -0.26 0.000
C -0.791098 -3.569131 1.683248 -0.05 0.03 0.19 0.000
C -1.184141 -2.431018 0.786319 0.71 0.23 -0.24 0.000
O 0.126181 -1.779082 0.185461 -0.85 1.12 0.04 -0.004
P 1.656718 -1.524064 0.966502 -0.94 0.15 1.38 0.000
O 1.284171 -1.493639 2.524292 0.26 0.91 -1.32 0.000
C 0.769519 -0.361637 3.356077 0.89 -0.55 0.10 0.000
C -0.681026 -0.063743 3.156768 -0.22 -0.09 0.37 0.000
O 1.504323 0.240785 0.583924 -0.90 0.23 -0.64 -0.005
C 2.500286 1.344062 0.717580 0.30 -0.48 0.20 0.000
C 1.868874 2.683161 0.352752 -0.21 -0.17 0.21 0.000
H -0.153356 -4.272151 1.138516 -0.23 -0.02 0.11 0.000
H -1.690597 -4.079939 2.043878 0.11 -0.02 -0.21 0.000
H -0.257281 -3.196022 2.556853 -0.08 -0.21 -0.08 0.000
H -1.800523 -2.739951 -0.067259 0.60 -0.01 -0.10 0.000
H -1.721030 -1.627134 1.302949 0.24 -0.06 0.04 0.000
H 0.977214 -0.732800 4.360571 -0.19 0.15 -0.05 0.000
H 1.409607 0.510262 3.188811 -0.11 -0.24 -0.01 0.000
H -0.884732 0.499929 2.238129 0.00 0.06 -0.37 0.000
H -1.277727 -0.978273 3.164375 -0.03 0.24 0.18 0.000
H -1.005559 0.591884 3.974448 -0.05 -0.20 -0.12 0.000
H 2.830853 1.336388 1.769128 0.03 0.11 -0.55 0.000
H 3.339436 1.099515 0.049776 -0.19 0.08 0.35 0.000
H 1.080808 2.997320 1.055432 0.25 -0.11 -0.02 0.000
H 2.657031 3.450572 0.392123 -0.26 -0.12 -0.04 0.000
H 1.467397 2.740936 -0.680322 0.24 -0.10 0.22 0.000
```
Forces are in eV/Å.

Results
Largest force on an atom   12.664 eV Å⁻¹
Spin multiplicity   2
Net charge   +3
E_HOMO (alpha / beta)   -19.46 / -19.47 eV
Kohn-Sham gap (alpha / beta)   6.102 / 6.171 eV

***

Formula: C3H10N2O2
Source: the OMol25 dataset
Level of theory: ωB97M-V/def2-TZVPD

```
17
Properties=species:S:1:pos:R:3:forces:R:3:nbo_charge:R:1
O 1.177259 0.210609 0.220047 -0.14 -0.37 -0.09 -0.656
C 0.338253 -0.643805 0.490740 -0.06 1.79 0.18 0.679
N -0.977023 -0.450483 0.125378 1.80 -0.38 0.50 -0.628
C -1.379654 0.654265 -0.703593 -1.18 0.63 -1.05 -0.066
N -2.383331 0.251696 -1.703870 0.45 -0.26 0.35 -0.817
C 0.739033 -1.818516 1.323188 -0.07 -1.13 0.13 -0.713
H -1.598923 -1.218844 0.238819 -0.51 -0.26 0.09 0.391
H -1.807931 1.485993 -0.137265 -0.27 -0.33 0.34 0.184
H -0.567990 1.164707 -1.207865 0.61 -0.70 -0.02 0.221
H -3.245012 0.043030 -1.222520 -0.31 0.03 -0.02 0.346
H -2.107459 -0.621513 -2.163961 0.07 0.50 0.08 0.352
H -0.054872 -2.377509 1.821278 -0.29 0.12 -0.34 0.215
H 1.285347 -2.511719 0.677499 -0.07 -0.02 0.02 0.242
H 1.429918 -1.553945 2.119555 0.06 0.49 -0.20 0.249
H 3.462564 2.622308 0.673442 0.19 0.13 0.20 0.461
H 2.530588 2.007709 -0.325073 0.38 0.55 -0.06 0.489
O 3.159237 2.756020 -0.225804 -0.67 -0.79 -0.11 -0.950
```
Forces are in eV/Å.

Results
Largest force on an atom   1.903 eV Å⁻¹
SMILES string   CC(=O)NCN.O
E_HOMO   -9.72 eV
Kohn-Sham gap   10.358 eV